(1)
# C5H8O

A single C5H8O molecule (ωB97M-V/def2-TZVPD, the Open Molecules 2025 dataset).

Structure (XYZ):
```
14
Properties=species:S:1:pos:R:3:lowdin_charge:R:1
C 0.934 0.428 1.132 -0.064
C 0.807 -0.357 -0.157 -0.271
C -0.229 -1.384 -0.523 -0.083
C -0.398 0.017 -1.025 -0.218
C -1.327 0.904 -0.270 -0.254
O -1.094 2.082 -0.105 0.040
H 0.281 0.080 1.941 0.090
H 1.967 0.502 1.480 0.077
H 0.583 1.440 0.887 0.060
H 1.735 -0.446 -0.718 0.131
H -0.938 -1.713 0.239 0.110
H 0.053 -2.161 -1.232 0.104
H -0.141 0.335 -2.029 0.144
H -2.180 0.425 0.259 0.134
```

Computed properties:
SMILES: C[C@H]1C[C@H]1C=O
M in g mol⁻¹: 84.1
Orbital gap in eV: 10.81
E_tot in eV: -7360.605
Lowest unoccupied orbital energy in Eh: 0.0342
Total charge: 0



(2)
# C5H8O

A single C5H8O molecule in a non-equilibrium geometry (ωB97M-V/def2-TZVPD, the Open Molecules 2025 dataset).

Structure (XYZ):
```
14
Properties=species:S:1:pos:R:3:lowdin_charge:R:1
C -0.098 -1.044 0.659 -0.124
C -0.283 0.244 1.507 -0.101
C -0.192 1.026 0.175 -0.129
O 1.224 1.003 -0.604 -0.139
C 0.634 0.102 -1.535 -0.216
C -0.514 -0.246 -0.618 -0.220
H 0.947 -1.360 0.625 0.111
H -0.726 -1.899 0.922 0.102
H 0.440 0.501 2.280 0.103
H -1.290 0.241 1.964 0.117
H -0.081 2.022 -0.166 0.129
H 1.328 -0.706 -1.758 0.111
H 0.288 0.569 -2.474 0.119
H -1.491 -0.497 -1.032 0.136
```

Computed properties:
SMILES: C1C[C@H]2OC[C@@H]12
M in g mol⁻¹: 84.1
Orbital gap in eV: 10.50
E_tot in eV: -7358.835
Lowest unoccupied orbital energy in Eh: 0.0426
Total charge: 0



(3)
# C5H8O

C5H8O as an isolated structure in a non-equilibrium geometry (ωB97M-V/def2-TZVPD, the Open Molecules 2025 dataset).

Structure (XYZ):
```
14
Properties=species:S:1:pos:R:3:lowdin_charge:R:1
C 1.133 0.464 -0.589 -0.074
C 0.272 0.956 0.581 -0.341
C -1.131 0.448 0.181 -0.133
C -0.778 -1.012 -0.190 -0.130
C 0.725 -0.862 0.035 -0.207
O 0.770 -0.091 1.415 -0.076
H 0.746 0.790 -1.559 0.115
H 2.216 0.594 -0.492 0.117
H 0.315 1.996 0.914 0.145
H -1.851 0.505 0.997 0.110
H -1.496 1.027 -0.668 0.107
H -1.139 -1.754 0.521 0.107
H -1.144 -1.310 -1.188 0.118
H 1.362 -1.750 0.044 0.141
```

Computed properties:
M in g mol⁻¹: 84.1
Orbital gap in eV: 10.76
E_tot in eV: -7360.462
Lowest unoccupied orbital energy in Eh: 0.0413
Total charge: 0



(4)
# C5H8O

A single C5H8O molecule (ωB97M-V/def2-TZVPD, the Open Molecules 2025 dataset).

Structure (XYZ):
```
14
Properties=species:S:1:pos:R:3:lowdin_charge:R:1
C -1.424 1.022 -0.402 -0.061
C -0.508 -0.192 -0.377 -0.287
C 1.014 0.040 -0.587 -0.138
C 1.343 -0.721 0.724 -0.081
C -0.162 -0.820 0.980 -0.375
O -0.824 -1.214 1.903 0.108
H -2.421 0.779 -0.020 0.081
H -1.016 1.837 0.206 0.083
H -1.531 1.392 -1.428 0.079
H -0.900 -0.975 -1.040 0.148
H 1.432 -0.390 -1.500 0.104
H 1.283 1.100 -0.543 0.107
H 1.825 -1.695 0.593 0.117
H 1.890 -0.164 1.490 0.115
```

Computed properties:
SMILES: C[C@H]1CCC1=O
M in g mol⁻¹: 84.1
Orbital gap in eV: 10.37
E_tot in eV: -7361.462
Lowest unoccupied orbital energy in Eh: 0.0350
Total charge: 0



(5)
# C5H8O

A single C5H8O molecule in a non-equilibrium geometry (ωB97M-V/def2-TZVPD, the Open Molecules 2025 dataset).

Structure (XYZ):
```
14
Properties=species:S:1:pos:R:3:lowdin_charge:R:1
C 0.645 -0.290 -1.476 -0.134
C 0.246 0.940 -0.643 -0.096
C -0.171 0.095 0.496 -0.281
C -0.195 -1.112 -0.449 -0.099
C -0.492 0.407 1.872 -0.284
O 0.634 -0.362 1.995 -0.092
H 1.717 -0.553 -1.419 0.118
H 0.360 -0.291 -2.533 0.100
H 0.671 1.948 -0.709 0.121
H -0.945 1.010 -0.544 0.188
H 0.339 -1.881 0.091 0.110
H -1.142 -1.493 -0.851 0.118
H -0.352 1.476 2.093 0.120
H -1.434 0.025 2.263 0.112
```

Computed properties:
SMILES: C1CC2(C1)CO2
M in g mol⁻¹: 84.1
Orbital gap in eV: 10.27
E_tot in eV: -7358.031
Lowest unoccupied orbital energy in Eh: 0.0360
Total charge: 0



(6)
# C5H8O

A single C5H8O molecule (ωB97M-V/def2-TZVPD, the Open Molecules 2025 dataset).

Structure (XYZ):
```
14
Properties=species:S:1:pos:R:3:lowdin_charge:R:1
C -1.828 -0.082 0.303 0.001
C -0.343 -0.064 0.062 -0.487
C 0.345 0.891 -0.866 -0.152
C 1.200 -0.363 -0.969 0.028
C 1.675 -0.494 0.493 -0.213
O 0.471 -0.168 1.209 -0.084
H -2.119 -0.966 0.876 0.087
H -2.096 0.813 0.875 0.095
H -2.373 -0.067 -0.644 0.091
H 0.758 1.755 -0.344 0.125
H -0.188 1.154 -1.781 0.110
H -0.070 -1.073 -0.575 0.161
H 2.493 0.208 0.711 0.123
H 1.988 -1.508 0.763 0.115
```

Computed properties:
M in g mol⁻¹: 84.1
Orbital gap in eV: 9.30
E_tot in eV: -7357.409
Lowest unoccupied orbital energy in Eh: 0.0369
Total charge: 0



(7)
# C5H8O

A single C5H8O molecule (ωB97M-V/def2-TZVPD, the Open Molecules 2025 dataset).

Structure (XYZ):
```
14
Properties=species:S:1:pos:R:3:lowdin_charge:R:1
C 1.260 -0.902 -1.072 -0.003
C 0.523 -1.465 -0.120 -0.184
C 0.014 -0.696 1.088 -0.215
C -0.912 0.352 0.542 -0.130
C -0.518 1.603 0.316 -0.227
O -1.118 2.470 -0.550 -0.004
H 1.577 0.138 -0.991 0.063
H 1.545 -1.438 -1.969 0.051
H 0.171 -2.488 -0.246 0.094
H 0.846 -0.223 1.621 0.113
H -0.481 -1.368 1.797 0.102
H -1.817 -0.016 0.060 0.116
H 0.364 2.038 0.782 0.123
H -1.548 1.922 -1.221 0.100
```

Computed properties:
SMILES: C=CC/C=C/O
M in g mol⁻¹: 84.1
Orbital gap in eV: 9.69
E_tot in eV: -7360.479
Lowest unoccupied orbital energy in Eh: 0.0383
Total charge: 0



(8)
# C5H8O

C5H8O as an isolated structure in a non-equilibrium geometry (ωB97M-V/def2-TZVPD, the Open Molecules 2025 dataset).

Structure (XYZ):
```
14
Properties=species:S:1:pos:R:3:lowdin_charge:R:1
O 1.250 -1.456 0.024 -0.022
C 0.878 -0.513 0.993 -0.318
C 0.517 0.905 0.626 -0.280
C 0.135 1.184 -0.775 0.044
C -1.372 -0.250 -0.220 -0.026
C -0.555 -0.093 1.058 -0.221
H 2.093 -1.158 -0.361 0.109
H 1.360 -0.637 1.968 0.145
H 0.838 1.742 1.245 0.124
H 0.646 0.552 -1.511 0.045
H -1.113 0.901 -0.976 0.080
H -2.424 0.034 -0.091 0.096
H -1.281 -1.215 -0.724 0.093
H -1.055 -0.064 2.025 0.131
```

Computed properties:
M in g mol⁻¹: 84.1
Orbital gap in eV: 8.64
E_tot in eV: -7356.708
Lowest unoccupied orbital energy in Eh: 0.0187
Total charge: 0



(9)
# C5H8O

C5H8O as an isolated structure in a non-equilibrium geometry (ωB97M-V/def2-TZVPD, the Open Molecules 2025 dataset).

Structure (XYZ):
```
14
Properties=species:S:1:pos:R:3:lowdin_charge:R:1
C -0.371 0.280 1.293 -0.002
C -0.168 1.651 -0.406 0.012
C -0.200 0.369 -1.061 -0.277
O 0.979 -0.281 -1.197 -0.092
C 0.811 -1.350 -0.222 -0.181
C -0.395 -0.916 0.501 -0.201
H 0.533 0.637 1.748 0.069
H -1.236 0.462 1.926 0.079
H 0.809 2.087 -0.457 0.071
H -0.960 2.304 -0.693 0.054
H -1.001 0.109 -1.740 0.128
H 1.743 -1.445 0.362 0.122
H 0.614 -2.293 -0.752 0.121
H -1.167 -1.627 0.659 0.097
```

Computed properties:
M in g mol⁻¹: 84.1
Orbital gap (spin up / spin down) in eV: 7.71 / 6.26
E_tot in eV: -7356.077
Lowest unoccupied orbital energy (spin up / spin down) in Eh: 0.0150 / -0.0140
Total charge: 0



(10)
# C5H8O

C5H8O as an isolated structure in a non-equilibrium geometry (ωB97M-V/def2-TZVPD, the Open Molecules 2025 dataset).

Structure (XYZ):
```
14
Properties=species:S:1:pos:R:3:lowdin_charge:R:1
C -1.049 -1.217 -0.970 -0.116
C -0.474 -0.644 0.318 -0.241
C 0.809 0.154 0.112 -0.312
C 0.418 1.552 -0.290 -0.090
O 0.838 2.032 0.941 0.016
C 1.137 0.825 1.399 -0.103
H -1.205 -0.419 -1.706 0.078
H -2.013 -1.701 -0.787 0.070
H -0.374 -1.955 -1.415 0.072
H -0.332 -1.428 1.081 0.118
H 1.633 -0.281 -0.465 0.152
H -1.108 0.328 0.485 0.142
H 0.704 2.132 -1.155 0.098
H 1.016 0.622 2.452 0.117
```

Computed properties:
M in g mol⁻¹: 84.1
Orbital gap (spin up / spin down) in eV: 8.73 / 8.04
E_tot in eV: -7357.342
Lowest unoccupied orbital energy (spin up / spin down) in Eh: 0.0302 / 0.0181
Total charge: 0



(11)
# C5H8O

A single C5H8O molecule (ωB97M-V/def2-TZVPD, the Open Molecules 2025 dataset).

Structure (XYZ):
```
14
Properties=species:S:1:pos:R:3:lowdin_charge:R:1
C -1.492 -0.822 -0.329 -0.096
C -1.133 0.637 -0.385 -0.169
C 0.100 1.156 -0.454 -0.134
C 1.373 0.404 -0.395 -0.111
C 1.738 -0.362 0.638 -0.217
O 1.015 -0.575 1.765 0.002
H -0.673 -1.442 0.043 0.064
H -2.372 -0.991 0.301 0.075
H -1.752 -1.176 -1.335 0.082
H -1.976 1.326 -0.441 0.096
H 0.187 2.236 -0.580 0.100
H 2.082 0.527 -1.209 0.099
H 2.682 -0.898 0.672 0.117
H 0.221 -0.018 1.709 0.092
```

Computed properties:
SMILES: C/C=C\C=C/O
M in g mol⁻¹: 84.1
Orbital gap in eV: 9.58
E_tot in eV: -7361.005
Lowest unoccupied orbital energy in Eh: 0.0362
Total charge: 0



(12)
# C5H8O

C5H8O as an isolated structure (ωB97M-V/def2-TZVPD, the Open Molecules 2025 dataset).

Structure (XYZ):
```
14
Properties=species:S:1:pos:R:3:lowdin_charge:R:1
C 1.416 -0.225 0.890 -0.061
C 1.472 -0.833 -0.501 -0.059
C 0.353 0.062 -0.114 -0.494
C -1.152 -0.143 -0.047 -0.053
C -1.181 1.365 -0.342 -0.159
O 0.223 1.373 -0.654 -0.051
H 2.096 0.596 1.101 0.108
H 1.201 -0.878 1.734 0.102
H 1.273 -1.897 -0.599 0.105
H 2.200 -0.434 -1.203 0.108
H -1.579 -0.481 0.901 0.111
H -1.537 -0.749 -0.872 0.113
H -1.788 1.703 -1.188 0.114
H -1.397 1.982 0.541 0.117
```

Computed properties:
M in g mol⁻¹: 84.1
Orbital gap in eV: 10.22
E_tot in eV: -7360.109
Lowest unoccupied orbital energy in Eh: 0.0442
Total charge: 0